Below is a gas-phase ion, C38H74N2O4 (charge +2), with properties calculated with the ωB97M-V functional and the def2-TZVPD basis.

The geometry in XYZ format:
```
118
Properties=species:S:1:pos:R:3:forces:R:3
C -11.254 -1.742 0.732 0.2499 0.1973 0.0469
H -11.786 -1.503 1.649 -0.1186 0.0033 0.0817
H -11.423 -2.791 0.503 -0.0488 -0.1496 -0.0363
H -11.674 -1.144 -0.073 -0.1109 0.0406 -0.0918
C -9.763 -1.465 0.894 -0.1639 -0.3599 -0.0928
C -9.167 -2.297 2.029 0.1030 0.4147 0.0341
C -7.678 -2.006 2.188 -0.0888 -0.3615 -0.1325
H -7.275 -2.599 3.009 0.0820 0.0654 0.1032
C -6.926 -2.346 0.900 0.1495 0.5755 -0.1029
C -7.515 -1.554 -0.276 -0.1802 -1.1829 -0.3658
C -9.020 -1.774 -0.407 0.2191 0.5004 0.2414
H -9.183 -2.818 -0.681 0.0091 -0.0760 -0.0556
H -9.406 -1.152 -1.217 -0.0193 -0.0537 -0.0935
H -7.009 -1.842 -1.205 -0.0773 0.0907 0.2067
O -7.292 -0.128 -0.093 -0.3012 0.3093 0.4201
C -6.433 0.479 -0.854 0.5252 0.7311 -0.2325
O -5.739 0.004 -1.716 -0.0325 -0.1830 -0.0530
C -6.426 1.987 -0.494 -0.7155 -0.8347 0.3162
N -5.312 2.776 -1.077 -0.0802 -0.2162 0.0438
C -5.437 2.790 -2.549 0.0137 -0.1013 -1.0885
H -5.361 1.774 -2.933 0.0059 0.1226 0.1536
H -4.652 3.401 -2.987 -0.0009 0.0573 0.1557
H -6.400 3.208 -2.835 -0.0303 0.0475 0.1633
C -5.420 4.158 -0.572 -0.0698 0.8075 0.3013
H -5.245 4.184 0.502 0.0156 -0.1435 -0.0100
H -6.414 4.555 -0.774 -0.0158 -0.1469 -0.0625
H -4.691 4.796 -1.065 0.0149 -0.1367 -0.0407
C -4.012 2.162 -0.656 1.0182 -0.3134 0.1083
C -2.747 2.927 -1.034 -0.0866 -0.1195 0.1200
H -2.693 3.884 -0.513 -0.0221 0.0804 -0.0583
H -2.709 3.114 -2.108 -0.0309 0.0834 -0.0527
C -1.515 2.098 -0.654 -0.0223 0.3068 -0.1398
C -0.218 2.803 -1.049 -0.0095 -0.3249 0.2003
C 1.010 1.953 -0.727 0.0553 0.2140 -0.2442
C 2.316 2.596 -1.204 -0.0978 0.0578 0.1631
H 2.163 2.981 -2.213 0.0533 -0.0673 -0.0855
C 2.808 3.732 -0.302 0.0340 -0.1932 0.0028
C 3.595 3.251 0.922 0.1052 0.1240 -0.1837
H 3.095 2.390 1.367 -0.0503 -0.0568 0.1315
H 3.608 4.050 1.665 -0.0056 -0.0309 0.1056
C 5.042 2.879 0.576 0.0157 0.0004 0.1852
C 5.781 2.477 1.849 -1.0681 0.1284 -0.0453
H 5.662 3.265 2.595 0.2000 -0.0455 0.0122
H 5.332 1.562 2.241 0.2149 0.1465 0.0299
N 7.253 2.228 1.711 -0.0679 -0.1897 0.0344
C 7.959 3.489 1.411 0.4102 0.7588 -0.2651
H 7.758 4.222 2.191 -0.0841 -0.1309 0.0587
H 9.033 3.316 1.367 -0.0490 -0.1489 0.0280
H 7.636 3.896 0.456 -0.0633 -0.1237 0.0194
C 7.754 1.710 3.003 0.2762 -0.4618 0.9357
H 8.830 1.557 2.954 0.0064 0.0847 -0.1521
H 7.269 0.764 3.235 -0.0115 0.1525 -0.1291
H 7.538 2.422 3.797 -0.0446 0.1213 -0.1360
C 7.554 1.255 0.636 0.0134 -0.8791 -0.6770
H 7.304 1.684 -0.336 0.0263 0.0731 0.1521
H 8.627 1.043 0.636 -0.0663 0.1623 0.0612
C 6.825 -0.103 0.757 0.0691 0.6988 0.3560
O 6.162 -0.418 1.712 -0.0742 -0.1474 0.0459
O 7.065 -0.804 -0.313 0.2865 0.2017 -0.3516
C 6.512 -2.146 -0.422 -0.1752 -0.7811 -0.2132
C 5.519 -2.194 -1.588 -0.0505 0.3381 0.4012
H 6.081 -1.957 -2.499 0.0461 -0.0212 -0.0310
C 5.009 -3.633 -1.701 0.2550 0.0608 -0.1741
H 4.308 -3.706 -2.531 -0.1125 -0.0055 0.0433
H 4.483 -3.914 -0.789 -0.1343 -0.0145 0.0448
C 6.163 -4.602 -1.945 -0.0043 -0.0573 0.1427
C 7.217 -4.543 -0.836 0.0203 0.0063 -0.0350
C 6.722 -5.158 0.472 0.1353 0.0577 -0.2238
H 7.506 -5.124 1.225 0.0446 -0.0049 0.1296
H 5.851 -4.640 0.863 -0.1414 0.0331 0.1184
H 6.453 -6.199 0.312 -0.0664 -0.1155 0.0421
H 8.084 -5.126 -1.161 -0.0414 0.0620 0.0082
C 7.683 -3.095 -0.654 -0.1104 0.0968 0.1208
H 8.214 -2.767 -1.549 0.0517 0.0508 -0.0304
H 8.373 -3.031 0.191 0.0599 0.0280 0.0038
H 6.636 -4.358 -2.898 -0.0053 -0.0271 -0.0819
H 5.773 -5.618 -2.021 0.0290 -0.0561 -0.0773
C 4.401 -1.137 -1.462 -0.0233 -0.0899 -0.0854
C 3.575 -1.065 -2.747 0.2185 0.0777 0.2009
H 4.220 -0.960 -3.616 0.0284 0.0127 -0.1599
H 2.973 -1.960 -2.870 -0.1058 -0.1117 -0.0570
H 2.904 -0.210 -2.716 -0.1131 0.0871 -0.0319
C 3.479 -1.351 -0.263 0.2668 0.0794 -0.1091
H 2.746 -0.548 -0.216 -0.1358 0.0908 0.0309
H 4.030 -1.355 0.674 -0.0046 -0.0391 0.1507
H 2.940 -2.290 -0.355 -0.1230 -0.1240 0.0195
H 4.900 -0.164 -1.342 -0.0291 -0.0234 -0.0231
H 6.012 -2.375 0.522 0.0382 0.0784 -0.1223
H 5.031 2.054 -0.137 0.0787 -0.0480 -0.1076
H 5.510 3.743 0.102 0.0413 -0.0023 -0.0787
H 1.951 4.311 0.040 -0.0155 0.1204 -0.0112
H 3.440 4.406 -0.882 -0.0148 0.1130 0.0213
H 3.088 1.827 -1.267 0.1035 -0.0793 -0.1089
H 1.056 1.771 0.348 -0.0131 -0.1180 0.0964
H 0.894 0.985 -1.221 -0.0114 -0.0901 0.0690
H -0.155 3.761 -0.530 -0.0194 0.1187 -0.0375
H -0.234 3.008 -2.122 0.0023 0.0776 -0.0609
H -1.514 1.914 0.422 -0.0164 -0.0902 0.0689
H -1.562 1.130 -1.157 -0.0117 -0.1015 0.0279
H -4.041 2.045 0.430 -0.1899 0.0157 -0.0286
H -3.967 1.168 -1.107 -0.1689 0.1645 0.0906
H -6.404 2.068 0.595 0.1036 0.1064 -0.1108
H -7.378 2.398 -0.839 0.1432 0.1009 0.0139
H -7.136 -3.393 0.659 -0.0485 0.0082 -0.0741
C -5.389 -2.208 1.000 -0.0337 -0.1175 0.0243
C -4.780 -3.502 1.539 -0.0339 0.2102 -0.1951
H -5.174 -3.729 2.526 -0.0369 -0.0648 0.1642
H -3.699 -3.408 1.617 0.1333 -0.0488 0.0558
H -5.001 -4.337 0.880 -0.0101 -0.1296 -0.0399
C -4.922 -1.037 1.867 -0.0263 -0.1400 -0.2691
H -3.849 -0.900 1.748 0.1249 0.0239 0.0429
H -5.120 -1.238 2.916 -0.0290 0.0650 0.1550
H -5.420 -0.109 1.598 -0.0461 0.1798 0.0603
H -5.005 -2.056 -0.016 -0.0303 -0.0179 0.0321
H -7.548 -0.951 2.431 0.0721 0.0526 0.0944
H -9.685 -2.068 2.961 -0.0714 -0.0695 0.0298
H -9.316 -3.357 1.818 -0.0628 -0.1117 0.0055
H -9.624 -0.404 1.129 0.0053 0.0046 0.0289
```
Positions in Å, forces in eV/Å.

## Properties
E = -1902.3785 hartree
LUMO level = -3.50 eV
net charge = +2
strongest force on any atom = 0.02433 hartree/bohr
HOMO = -13.87 eV
energy relative to the best compared isomer or geometry (same formula, charge and spin) = 0.1721 eV

These are the natural (NBO) partial charges, in e, on atoms 1 to 4:
1 C -0.60
2 H 0.22
3 H 0.21
4 H 0.21

---

Below is 7 unconnected molecules or ions with the total composition C35H51IO15, with properties calculated with the ωB97M-V functional and the def2-TZVPD basis.

The geometry in XYZ format:
```
102
Properties=species:S:1:pos:R:3:forces:R:3
C 1.796 -5.954 3.797 -0.4081 0.6332 0.8022
C 1.342 -4.866 4.818 0.0090 -0.6647 -1.0983
C 1.294 -3.521 4.100 0.3239 -0.1097 1.4980
C 0.891 -2.328 4.979 -0.0418 0.3178 -0.9150
C -0.557 -1.889 4.789 0.0241 -0.4212 0.7555
C -1.570 -3.019 5.042 -0.0453 -0.1640 -0.1219
C -2.275 -3.513 3.773 -0.0802 0.7163 0.0104
C -3.695 -3.910 3.930 0.0307 -0.0960 -0.3958
C -4.382 -4.513 4.889 -0.0010 -0.2571 0.8750
I -3.700 -5.196 6.736 -0.4496 0.0058 -0.4597
C -5.807 -4.677 4.472 -1.0486 -0.9576 1.1051
O -6.721 -5.220 5.052 1.5342 1.0900 -1.1251
O -5.919 -4.110 3.224 -0.3308 -0.0717 -0.1806
C -4.676 -3.675 2.817 0.4409 0.5195 -1.3950
O -4.473 -3.217 1.718 -0.3994 -0.5977 1.6699
H 0.911 -6.470 3.440 0.0074 -0.2914 -0.2426
H 2.277 -5.473 2.953 0.2761 -0.1200 -0.1616
H 2.460 -6.650 4.293 0.1618 -0.3321 -0.1851
H 2.019 -4.865 5.665 0.0416 0.2361 0.2012
H 0.364 -5.191 5.168 -0.1098 0.1791 0.3511
H 0.694 -3.582 3.209 -0.3234 -0.0095 -0.2205
H 2.304 -3.336 3.759 0.2418 -0.0072 -0.2555
H 1.105 -2.483 6.034 -0.0222 -0.2987 0.1669
H 1.518 -1.488 4.680 0.0897 0.1936 0.0689
H -0.758 -1.120 5.530 -0.0778 0.3679 -0.0984
H -0.710 -1.464 3.801 0.0647 0.0907 -0.1681
H -1.080 -3.864 5.509 0.1500 -0.0453 0.2241
H -2.304 -2.677 5.764 -0.2656 0.1005 0.0085
H -1.726 -4.307 3.271 0.1160 -0.2116 -0.0120
H -2.276 -2.684 3.068 -0.0545 -0.0019 -0.2875
O 1.362 -2.678 1.313 0.2337 0.0195 -0.1774
C 2.230 -1.857 1.214 -0.4352 0.2108 -0.2959
C 2.332 -0.759 0.173 0.6100 -0.1590 0.1004
C 3.786 -0.320 0.303 -0.0091 0.0885 -0.1082
C 4.078 -0.623 1.764 0.1460 0.1329 -0.0921
O 3.266 -1.769 2.082 0.0065 -0.0812 0.0146
H 1.641 0.041 0.434 -0.0478 -0.0118 -0.0598
H 2.104 -1.144 -0.817 -0.2720 0.0177 0.0469
H 3.957 0.718 0.035 -0.0661 0.0269 0.0492
H 4.416 -0.942 -0.336 0.0118 -0.0215 0.0383
H 3.789 0.198 2.424 -0.0403 -0.0113 -0.0058
H 5.123 -0.866 1.943 -0.0554 -0.1402 0.1227
O 2.235 2.053 -0.966 0.1099 0.1993 -0.1622
C 1.210 2.600 -1.275 -0.1211 -0.1956 0.2901
C -0.162 1.970 -1.403 -0.0915 0.2839 -0.5053
C -0.943 3.025 -2.191 0.3850 -0.5172 0.1777
C -0.238 4.303 -1.770 -0.2921 0.0753 -0.1372
O 1.137 3.918 -1.526 -0.0021 0.0008 -0.0536
H -0.572 1.819 -0.402 0.0474 -0.0824 0.0104
H -0.100 1.020 -1.928 0.0838 -0.1321 0.2362
H -2.002 3.028 -1.991 -0.0912 0.0536 0.1155
H -0.803 2.859 -3.260 -0.0021 0.1031 -0.0118
H -0.652 4.714 -0.846 0.0706 -0.0399 0.0408
H -0.265 5.065 -2.540 0.2159 0.0222 -0.0146
O 2.488 -8.098 7.803 0.0993 0.1288 -0.1272
C 1.367 -7.739 7.998 0.0766 -0.2519 0.2379
C 0.187 -8.597 8.416 -0.3809 0.2809 -0.2891
C -1.003 -7.688 8.117 -0.0346 -0.1436 0.0493
C -0.394 -6.304 8.298 -0.1484 0.0243 0.0167
O 0.980 -6.442 7.904 -0.0434 0.0210 -0.0298
H 0.277 -8.820 9.480 0.0675 -0.0691 -0.0151
H 0.160 -9.518 7.841 0.1895 -0.1002 0.1370
H -1.869 -7.863 8.753 0.0243 0.0484 0.0350
H -1.316 -7.821 7.080 -0.0114 0.0352 0.0005
H -0.424 -5.969 9.337 0.0144 -0.0183 0.0034
H -0.875 -5.554 7.671 0.2536 0.0590 -0.0161
O 0.529 6.505 -5.039 -0.2163 -0.0507 0.0236
C 1.160 5.500 -5.207 0.2234 0.2865 0.1659
C 2.594 5.381 -5.680 -0.0961 -0.4653 -0.2405
C 2.687 3.908 -6.068 0.1534 0.1137 0.0544
C 1.673 3.270 -5.133 0.1938 -0.1591 -0.0054
O 0.654 4.273 -4.944 -0.0138 -0.0577 -0.0545
H 3.258 5.633 -4.852 -0.0383 0.1100 0.0027
H 2.777 6.044 -6.521 0.0193 0.1870 0.1415
H 3.686 3.488 -5.970 -0.0192 -0.0282 0.0499
H 2.375 3.780 -7.099 0.0151 -0.0245 0.0993
H 2.101 3.023 -4.158 -0.0281 0.0606 0.0227
H 1.221 2.375 -5.556 -0.1827 0.0782 0.0359
O -2.750 5.011 -2.617 -0.3865 0.2095 0.1656
C -3.262 6.064 -2.367 0.0028 0.0013 -0.4951
C -3.143 7.345 -3.166 0.0536 0.3618 0.4551
C -3.648 8.393 -2.177 0.0379 0.0317 -0.1315
C -4.621 7.584 -1.330 -0.0454 0.2100 0.0186
O -4.079 6.250 -1.306 0.0349 0.0250 0.0528
H -3.782 7.266 -4.046 0.0653 -0.0599 -0.0514
H -2.112 7.516 -3.468 -0.0262 -0.2030 -0.2100
H -4.107 9.262 -2.644 -0.0667 -0.0329 0.0127
H -2.821 8.742 -1.558 -0.0172 0.0048 0.0154
H -5.620 7.542 -1.769 0.0131 -0.0274 -0.0246
H -4.700 7.954 -0.311 0.0026 -0.1768 0.0634
O 3.622 3.578 -9.196 -0.1407 0.0436 0.2550
C 2.576 3.320 -9.710 0.2269 -0.1965 -0.3133
C 2.285 3.265 -11.197 -0.5299 0.2056 0.0299
C 0.761 3.295 -11.238 0.0837 0.0211 -0.1360
C 0.397 2.635 -9.918 -0.2219 -0.0400 -0.0561
O 1.455 2.990 -9.007 0.1366 0.0759 -0.2490
H 2.689 2.333 -11.596 0.0945 0.0335 0.0029
H 2.731 4.114 -11.706 0.2448 -0.1091 0.0138
H 0.329 2.793 -12.101 -0.0126 -0.0617 0.0480
H 0.414 4.329 -11.244 -0.0217 -0.0098 0.0140
H 0.360 1.547 -9.995 0.0341 0.0007 0.0110
H -0.549 2.993 -9.519 0.0728 -0.0081 0.1782
```
Positions in Å, forces in eV/Å.

## Properties
E = -2790.6253 hartree
LUMO level = -0.84 eV
net charge = 0
strongest force on any atom = 0.04264 hartree/bohr
SMILES = CCCCCCCC1=C(I)C(=O)OC1=O.O=C1CCCO1.O=C1CCCO1.O=C1CCCO1.O=C1CCCO1.O=C1CCCO1.O=C1CCCO1
HOMO = -9.77 eV

These are the Mulliken partial charges, in e, on atoms 1 to 4:
1 C -1.48
2 C 0.17
3 C -0.55
4 C -0.92

---

Below is a molecular structure, C3H5N3, with properties calculated with the ωB97M-V functional and the def2-TZVPD basis.

The geometry in XYZ format:
```
11
Properties=species:S:1:pos:R:3:forces:R:3
N -1.066 0.769 1.421 -0.3791 -0.2469 0.9633
C -0.160 0.088 0.619 -0.2849 -0.7540 1.3718
C -0.403 -0.993 -0.156 -0.3493 0.4325 0.9285
N 0.404 -0.955 -1.273 0.7870 1.7691 0.8475
C 1.206 0.413 -0.843 1.2992 -2.6284 -1.5767
N 1.083 0.756 0.368 -2.4606 0.3653 -2.1530
H -0.574 1.328 2.101 -0.1650 0.1722 0.1368
H -1.716 1.351 0.895 0.3549 -0.2688 0.1440
H -1.077 -1.797 0.098 -0.1787 0.1445 -0.3240
H 0.736 -1.918 -1.531 0.5189 1.7976 -0.1416
H 1.530 1.094 -1.622 0.8576 -0.7834 -0.1966
```
Positions in Å, forces in eV/Å.

## Properties
E = -281.4860 hartree
LUMO level = 1.03 eV
net charge = 0
strongest force on any atom = 0.06474 hartree/bohr
HOMO = -7.61 eV
energy relative to the best compared isomer or geometry (same formula, charge and spin) = 2.8323 eV

These are the natural (NBO) partial charges, in e, on atoms 1 to 4:
1 N -0.82
2 C 0.19
3 C -0.13
4 N -0.65

---

Below is a single C4H9OP molecule, with properties calculated with the ωB97M-V functional and the def2-TZVPD basis.

The geometry in XYZ format:
```
15
Properties=species:S:1:pos:R:3:forces:R:3
C -2.348 -0.736 2.013 0.4170 -1.6358 -4.6976
P -1.857 -0.964 0.423 1.9210 3.5766 1.9966
O -0.558 0.720 0.502 -3.6580 -2.9632 -0.2290
C 0.596 0.637 -0.229 1.6183 -1.0146 -0.0739
C 1.347 -0.691 -0.014 -2.3300 -0.8390 1.0237
C 0.682 0.953 -1.727 -3.8136 0.8393 0.5869
H -3.166 -1.311 2.267 -1.6710 -1.5019 0.6963
H -2.079 -0.051 2.691 1.3839 2.5737 2.1740
H 1.187 1.389 0.268 0.6425 0.5259 0.2025
H 0.633 -1.559 -0.293 1.0666 1.2260 -0.0479
H 2.173 -0.674 -0.730 0.4956 -0.5367 1.0163
H 1.422 -0.836 1.117 0.9834 0.1229 -1.5983
H -0.328 1.147 -2.200 0.8669 0.0265 0.7189
H 1.045 0.148 -2.263 1.1283 -1.5109 -1.1538
H 1.249 1.829 -1.825 0.9491 1.1113 -0.6145
```
Positions in Å, forces in eV/Å.

## Properties
E = -574.2805 hartree
LUMO level = -0.13 eV
net charge = 0
strongest force on any atom = 0.09707 hartree/bohr
SMILES = C=POC(C)C
HOMO = -9.26 eV
energy relative to the best compared isomer or geometry (same formula, charge and spin) = 2.6651 eV

These are the natural (NBO) partial charges, in e, on atoms 1 to 4:
1 C -0.81
2 P 0.86
3 O -0.72
4 C 0.10

---

Kohn-Sham gap readings, ordered: 10.366 8.921 8.638 9.134 eV